Density functional theory data (ωB97M-V/def2-TZVPD) for a structure of composition C27H50P2Pt at a distorted geometry.

Computed properties:
Lowest unoccupied orbital energy (spin up / spin down) ... -4.79 / -8.19 eV
Charge ... +2
Energy relative to the best compared isomer or geometry (same formula, charge and spin) ... 2.585 eV
DFT total energy ... -1860.0012 Ha
Multiplicity ... 5

Positions of all 80 atoms, in Å:
Pt1 1.135 -0.042 -0.675
C1 -1.296 1.352 -0.415
C2 -2.268 0.358 -0.395
C3 -0.814 -0.163 1.327
C4 -0.240 1.027 0.590
C5 -1.971 -0.560 0.667
C6 -1.417 2.684 -1.057
H1 -1.717 2.608 -2.113
H2 -0.470 3.238 -1.008
H3 -2.184 3.295 -0.546
C7 0.368 2.145 1.357
H4 0.762 2.902 0.674
H5 1.175 1.777 1.997
H6 -0.390 2.620 1.991
C8 -0.449 -0.568 2.700
H7 -1.161 -0.117 3.419
H8 0.553 -0.239 2.984
H9 -0.498 -1.658 2.832
C9 -2.879 -1.657 1.101
H10 -3.705 -1.266 1.720
H11 -2.334 -2.396 1.702
H12 -3.329 -2.171 0.237
C10 -3.511 0.357 -1.204
H13 -4.354 0.807 -0.665
H14 -3.801 -0.666 -1.468
H15 -3.367 0.928 -2.126
C11 2.984 -0.993 -5.018
C12 1.890 -0.290 -5.434
C13 0.877 -0.819 -6.409
C14 0.518 -2.332 -6.332
C15 0.387 -2.921 -4.974
C16 1.418 -3.507 -4.309
C17 2.836 -3.568 -4.803
C18 3.357 -2.327 -5.575
H16 1.223 -0.648 -7.443
H17 1.236 -2.908 -6.937
H18 -0.043 -0.227 -6.304
H19 3.058 -2.397 -6.630
H20 3.770 -0.523 -4.418
H21 1.877 0.812 -5.371
H22 4.458 -2.404 -5.562
H23 3.487 -3.756 -3.936
H24 1.240 -4.105 -3.408
H25 2.959 -4.427 -5.483
H26 -0.462 -2.427 -6.828
H27 -0.647 -2.984 -4.621
P1 1.666 0.416 -2.847
C19 3.047 1.541 -3.015
C20 0.077 0.904 -3.550
P2 0.951 -2.246 -1.351
C21 1.880 -1.419 -2.730
C22 -0.722 -2.622 -1.892
C23 1.746 -3.752 -0.803
H28 3.741 1.444 -2.166
H29 2.651 2.569 -3.005
H30 3.599 1.391 -3.944
H31 -0.155 0.374 -4.472
H32 0.133 1.981 -3.764
H33 -0.744 0.757 -2.843
H34 2.133 -4.303 -1.668
H35 0.989 -4.349 -0.277
H36 2.563 -3.538 -0.107
H37 2.924 -1.774 -2.742
H38 1.324 -1.691 -3.631
H39 -1.198 -3.172 -1.062
H40 -0.683 -3.244 -2.785
H41 -1.314 -1.717 -2.079
C24 3.724 1.466 0.950
C25 3.365 0.155 1.648
C26 2.979 0.365 3.118
C27 2.387 -0.766 0.850
H42 2.833 2.038 0.656
H43 4.313 1.263 0.045
H44 4.334 2.086 1.618
H45 4.296 -0.430 1.691
H46 2.204 1.120 3.279
H47 2.660 -0.573 3.588
H48 3.862 0.710 3.676
H49 1.798 -1.372 1.556
H50 3.034 -1.470 0.293

=====

Density functional theory data (ωB97M-V/def2-TZVPD) for an isolated molecule of C21H33NO5.

Computed properties:
SMILES string ... CCC(=O)c1cn(/C(=C\C(=O)OC(C)(C)C)CCC(OC)OC)cc1CC
Lowest unoccupied orbital energy ... 0.36 eV
Energy relative to the best compared isomer or geometry (same formula, charge and spin) ... 0.069 eV
DFT total energy ... -1250.9422 Ha
Multiplicity ... 1

Positions of all 60 atoms, in Å:
C1 2.567 -3.111 -5.095
C2 1.792 -2.698 -3.852
C3 2.166 -1.296 -3.391
O1 2.983 -0.623 -3.985
C4 1.475 -0.828 -2.193
C5 0.500 -1.486 -1.474
N1 0.133 -0.713 -0.420
C6 -0.865 -1.002 0.507
C7 -0.749 -0.709 1.810
C8 0.487 -0.271 2.491
O2 1.609 -0.477 2.093
O3 0.168 0.337 3.636
C9 1.192 0.858 4.519
C10 2.022 1.919 3.796
C11 0.405 1.485 5.671
C12 2.076 -0.279 5.029
C13 -2.121 -1.610 -0.058
C14 -2.719 -0.756 -1.179
C15 -3.138 0.628 -0.668
O4 -4.061 0.592 0.391
C16 -5.319 0.019 0.081
O5 -3.615 1.345 -1.770
C17 -3.763 2.730 -1.535
C18 0.853 0.457 -0.465
C19 1.688 0.433 -1.540
C20 2.649 1.483 -1.982
C21 2.728 2.665 -1.024
H1 3.635 -3.092 -4.893
H2 2.368 -2.417 -5.908
H3 2.285 -4.113 -5.408
H4 1.992 -3.391 -3.031
H5 0.718 -2.716 -4.051
H6 0.080 -2.460 -1.622
H7 -1.600 -0.830 2.462
H8 1.371 2.692 3.393
H9 2.583 1.469 2.981
H10 2.719 2.374 4.493
H11 -0.248 2.267 5.293
H12 -0.206 0.731 6.158
H13 1.089 1.913 6.398
H14 2.780 0.107 5.761
H15 2.631 -0.725 4.208
H16 1.465 -1.047 5.499
H17 -2.848 -1.720 0.746
H18 -1.897 -2.604 -0.453
H19 -3.591 -1.250 -1.607
H20 -1.996 -0.601 -1.981
H21 -2.267 1.142 -0.224
H22 -5.281 -1.075 0.118
H23 -5.660 0.337 -0.907
H24 -6.010 0.379 0.841
H25 -4.180 3.150 -2.448
H26 -2.791 3.190 -1.325
H27 -4.437 2.920 -0.695
H28 0.687 1.222 0.265
H29 3.635 1.022 -2.087
H30 2.363 1.825 -2.980
H31 1.769 3.175 -0.961
H32 3.008 2.327 -0.029
H33 3.473 3.378 -1.370

=====

Density functional theory data (ωB97M-V/def2-TZVPD) for a structure of composition C35H61AgN4O8P2Se.

Computed properties:
Lowest unoccupied orbital energy ... 4.17 eV
Charge ... -2
Energy relative to the best compared isomer or geometry (same formula, charge and spin) ... 0.036 eV
DFT total energy ... -5422.6605 Ha
Multiplicity ... 1

Positions of all 112 atoms, in Å:
Ag1 0.330 0.061 -2.246
C1 -3.837 1.505 4.444
C2 -3.700 0.001 4.200
C3 -3.022 -0.615 5.435
C4 -5.116 -0.586 4.067
C5 -2.891 -0.308 2.944
C6 -2.337 0.673 2.134
C7 -1.624 0.349 0.991
Se1 -0.807 1.784 -0.021
C8 0.822 1.896 1.014
C9 0.830 2.649 2.171
C10 1.944 2.692 3.003
C11 3.046 1.926 2.618
C12 3.091 1.174 1.454
C13 1.962 1.165 0.566
O1 1.975 0.531 -0.551
C14 4.319 0.326 1.103
C15 5.405 0.414 2.179
C16 4.944 0.788 -0.226
C17 3.896 -1.149 0.981
C18 1.922 3.561 4.258
C19 1.722 5.033 3.859
C20 3.227 3.474 5.056
C21 0.773 3.130 5.181
C22 -1.444 -0.993 0.539
O2 -0.882 -1.280 -0.567
C23 -1.950 -2.009 1.441
C24 -2.656 -1.636 2.568
C25 -1.664 -3.486 1.138
C26 -0.142 -3.702 1.047
C27 -2.315 -3.903 -0.191
C28 -2.198 -4.411 2.234
H1 -4.424 1.674 5.351
H2 -4.343 1.996 3.611
H3 -2.859 1.972 4.580
H4 -3.601 -0.405 6.342
H5 -2.020 -0.198 5.558
H6 -2.928 -1.697 5.332
H7 -5.708 -0.377 4.966
H8 -5.079 -1.666 3.922
H9 -5.624 -0.147 3.205
H10 -2.435 1.724 2.379
H11 -0.071 3.199 2.422
H12 3.914 1.919 3.264
H13 5.771 1.438 2.292
H14 6.250 -0.217 1.891
H15 5.035 0.062 3.145
H16 5.216 1.847 -0.171
H17 4.231 0.646 -1.036
H18 5.847 0.206 -0.442
H19 3.503 -1.510 1.936
H20 4.749 -1.773 0.693
H21 3.119 -1.249 0.225
H22 2.533 5.351 3.201
H23 1.715 5.677 4.746
H24 0.782 5.170 3.323
H25 4.072 3.823 4.458
H26 3.429 2.450 5.380
H27 3.153 4.106 5.945
H28 -0.189 3.207 4.672
H29 0.741 3.759 6.078
H30 0.905 2.090 5.488
H31 -3.046 -2.418 3.212
H32 0.274 -3.057 0.276
H33 0.086 -4.745 0.797
H34 0.334 -3.455 1.999
H35 -1.932 -3.265 -0.986
H36 -3.403 -3.800 -0.136
H37 -2.078 -4.948 -0.423
H38 -1.761 -4.162 3.205
H39 -1.938 -5.447 1.998
H40 -3.287 -4.353 2.315
N1 3.443 2.561 -4.472
C29 2.048 2.201 -4.947
C30 1.778 2.868 -6.279
P1 2.216 0.359 -5.123
O3 0.856 -0.059 -5.897
O4 3.398 0.233 -6.036
O5 2.278 -0.265 -3.767
P2 0.887 2.827 -3.616
O6 1.858 2.534 -2.339
O7 0.862 4.304 -3.810
O8 -0.359 2.003 -3.630
H41 4.100 1.963 -4.996
H42 3.419 2.342 -3.453
H43 3.619 3.558 -4.577
H44 2.558 2.621 -7.005
H45 1.705 3.951 -6.150
H46 0.828 2.502 -6.665
H47 0.154 -0.088 -5.212
H48 1.660 1.723 -1.778
C31 -2.866 -0.107 -3.205
N2 -2.972 -1.467 -3.723
C32 -4.061 -2.218 -3.110
C33 -1.799 -2.121 -4.036
N3 -0.658 -1.581 -3.847
N4 -1.994 -3.397 -4.621
C34 -0.798 -4.210 -4.724
C35 -2.786 -3.400 -5.836
H49 -3.863 0.338 -3.221
H50 -2.199 0.495 -3.819
H51 -2.479 -0.100 -2.180
H52 -4.072 -2.044 -2.029
H53 -3.941 -3.282 -3.289
H54 -5.022 -1.886 -3.518
H55 0.128 -2.099 -4.222
H56 -0.310 -4.252 -3.751
H57 -0.085 -3.838 -5.473
H58 -1.090 -5.223 -5.008
H59 -3.671 -2.782 -5.708
H60 -3.103 -4.422 -6.062
H61 -2.219 -3.024 -6.701

=====

Which value of DFT total energy does entry 1 give?
-1860.0012 Ha

=====

What is the formula in the third record?
C35H61AgN4O8P2Se

=====

Which value of multiplicity does entry 2 give?
1